(1)
DFT (wB97M-V/def2-TZVPD) results for a molecular structure, C4H7N3.

The geometry in XYZ format:
```
14
C4H7N3 (wB97M-V/def2-TZVPD)
C -1.664 0.825 -0.214
C -0.724 -0.360 -0.134
N 0.259 -0.435 -1.192
C 1.500 -0.393 -0.630
N 2.646 -0.530 -1.147
C 1.039 -0.158 0.791
N 1.170 0.034 1.983
H -2.320 0.769 -1.094
H -1.094 1.758 -0.282
H -2.309 0.877 0.671
H -1.239 -1.315 0.033
H -0.034 -0.134 1.396
H 0.101 -0.779 -2.126
H 3.377 -0.438 -0.446
```

Calculated values
LUMO level	0.720	eV
charge	0
HOMO	-8.54	eV
frontier orbital gap	9.26	eV
energy	-8726.961	eV
energy relative to the best compared isomer or geometry (same formula, charge and spin)	108.8	kcal/mol

(2)
DFT (wB97M-V/def2-TZVPD) results for a molecular structure, C4H7N3 in a non-equilibrium geometry.

The geometry in XYZ format:
```
14
C4H7N3 (wB97M-V/def2-TZVPD)
N 0.423 0.846 -2.254
C 0.136 0.431 -0.953
C 0.903 0.280 0.215
C 0.080 -0.473 1.035
N 0.314 -0.994 2.296
C -1.039 -0.628 0.259
N -1.179 0.273 -0.720
H 0.610 1.842 -2.268
H 1.258 0.375 -2.581
H 1.863 0.708 0.455
H -0.534 -1.210 2.803
H 0.912 -0.401 2.854
H -1.899 -1.268 0.314
H -1.849 0.217 -1.455
```

Calculated values
LUMO level	1.072	eV
charge	0
HOMO	-6.63	eV
frontier orbital gap	7.70	eV
energy	-8729.595	eV
energy relative to the best compared isomer or geometry (same formula, charge and spin)	48.1	kcal/mol

(3)
DFT (wB97M-V/def2-TZVPD) results for a single C4H7N3 molecule in a non-equilibrium geometry.

The geometry in XYZ format:
```
14
C4H7N3 (wB97M-V/def2-TZVPD)
N 0.593 -1.363 0.751
C 0.317 -0.284 -0.046
C -0.132 0.704 1.188
C -1.033 -0.159 -0.890
C 1.269 0.204 -0.972
N 0.437 1.734 1.599
N -1.898 -1.061 -0.982
H -0.272 -1.794 1.085
H 1.287 2.010 1.121
H -1.654 -1.929 -0.505
H -1.044 0.326 1.636
H -1.181 0.808 -1.362
H 1.190 1.206 -1.372
H 2.120 -0.402 -1.251
```

Calculated values
LUMO level (alpha / beta)	-0.664 / -1.228	eV
charge	0
HOMO (alpha / beta)	-9.28 / -8.58	eV
frontier orbital gap (alpha / beta)	8.62 / 7.35	eV
energy	-8726.522	eV
energy relative to the best compared isomer or geometry (same formula, charge and spin)	118.9	kcal/mol

(4)
DFT (wB97M-V/def2-TZVPD) results for 2 unconnected molecules or ions with the total composition C4H7N3 in a non-equilibrium geometry.

The geometry in XYZ format:
```
14
C4H7N3 (wB97M-V/def2-TZVPD)
H 1.111 -1.884 3.319
N 0.603 -1.017 3.602
N 0.969 -0.003 3.062
H 1.811 0.032 2.522
C -0.703 -0.574 -2.302
C -1.220 0.314 -1.204
C -0.508 1.055 -0.297
C 0.829 1.319 -0.353
N 1.919 1.703 -0.371
H 0.390 -0.369 -2.451
H -0.653 -1.570 -1.955
H -1.321 -0.678 -3.238
H -2.299 0.244 -1.006
H -0.929 1.429 0.671
```

Calculated values
LUMO level	0.305	eV
charge	0
HOMO	-9.15	eV
frontier orbital gap	9.46	eV
energy	-8728.396	eV
energy relative to the best compared isomer or geometry (same formula, charge and spin)	75.7	kcal/mol

(5)
DFT (wB97M-V/def2-TZVPD) results for 3 unconnected molecules or ions with the total composition C4H7N3 in a non-equilibrium geometry.

The geometry in XYZ format:
```
14
C4H7N3 (wB97M-V/def2-TZVPD)
N -0.034 0.331 -0.504
C -0.816 0.019 0.437
C -0.420 -1.565 -1.279
C 0.901 2.548 1.148
C 0.627 -2.348 -1.217
N -0.253 2.230 0.800
N -1.598 -0.429 1.236
H -0.409 0.934 -1.225
H -1.706 -0.120 2.192
H -1.376 -1.693 -1.771
H 1.097 3.527 1.619
H 1.796 1.920 0.994
H 1.513 -2.073 -0.653
H 0.678 -3.281 -1.779
```

Calculated values
LUMO level (alpha / beta)	0.240 / 1.032	eV
charge	0
HOMO (alpha / beta)	-6.37 / -8.43	eV
frontier orbital gap (alpha / beta)	6.61 / 9.46	eV
energy	-8724.497	eV
energy relative to the best compared isomer or geometry (same formula, charge and spin)	165.6	kcal/mol

(6)
DFT (wB97M-V/def2-TZVPD) results for a single C4H7N3 molecule in a non-equilibrium geometry.

The geometry in XYZ format:
```
14
C4H7N3 (wB97M-V/def2-TZVPD)
C -0.708 1.422 -0.608
C -1.099 -1.380 0.552
N -0.028 -0.901 1.089
C 1.041 -0.334 0.293
N 2.194 -0.794 0.506
C 0.589 0.632 -0.872
N 1.341 0.678 -1.844
H -1.595 0.983 -1.083
H -0.568 2.411 -1.048
H -0.925 1.550 0.463
H -1.129 -1.468 -0.529
H -1.939 -1.677 1.169
H 0.036 -0.803 2.100
H 2.790 -0.320 -0.189
```

Calculated values
LUMO level (alpha / beta)	0.407 / -0.855	eV
charge	0
HOMO (alpha / beta)	-9.64 / -6.33	eV
frontier orbital gap (alpha / beta)	10.04 / 5.48	eV
energy	-8727.697	eV
energy relative to the best compared isomer or geometry (same formula, charge and spin)	91.8	kcal/mol

(7)
DFT (wB97M-V/def2-TZVPD) results for a single C4H7N3 molecule in a non-equilibrium geometry.

The geometry in XYZ format:
```
14
C4H7N3 (wB97M-V/def2-TZVPD)
C -1.585 0.353 -0.012
C 0.509 0.250 -1.260
N -0.263 -0.276 -0.125
C 0.419 -0.623 1.142
N -0.085 -1.594 0.271
C 1.816 -0.288 1.214
N 2.937 -0.052 1.283
H -0.106 -0.368 2.080
H -2.142 -0.148 0.778
H -1.482 1.417 0.214
H -2.121 0.226 -0.954
H 0.647 1.329 -1.162
H 1.482 -0.244 -1.289
H -0.027 0.019 -2.181
```

Calculated values
LUMO level	0.634	eV
charge	0
HOMO	-8.28	eV
frontier orbital gap	8.91	eV
energy	-8727.958	eV
energy relative to the best compared isomer or geometry (same formula, charge and spin)	85.8	kcal/mol

(8)
DFT (wB97M-V/def2-TZVPD) results for a single C4H7N3 molecule in a non-equilibrium geometry.

The geometry in XYZ format:
```
14
C4H7N3 (wB97M-V/def2-TZVPD)
N -1.660 0.357 -0.977
C -1.114 -0.144 0.363
C 0.355 -0.111 0.628
C 1.116 1.256 0.224
N 2.051 0.949 -0.491
N 2.309 -0.601 -0.599
C 1.110 -1.013 -0.185
H -0.714 0.041 -1.707
H -2.567 0.032 -1.234
H -1.425 -1.226 0.526
H -1.680 0.607 1.003
H 0.285 -0.397 1.854
H 0.738 2.322 0.598
H 1.197 -2.073 -0.003
```

Calculated values
LUMO level	-0.027	eV
charge	0
HOMO	-9.45	eV
frontier orbital gap	9.42	eV
energy	-8726.961	eV
energy relative to the best compared isomer or geometry (same formula, charge and spin)	108.8	kcal/mol

(9)
DFT (wB97M-V/def2-TZVPD) results for a single C4H7N3 molecule in a non-equilibrium geometry.

The geometry in XYZ format:
```
14
C4H7N3 (wB97M-V/def2-TZVPD)
H 0.417 2.434 0.371
N 1.445 1.870 0.140
C 0.896 0.633 -0.035
C 1.814 -0.458 -0.234
C 1.403 -1.602 0.117
N -0.511 0.541 -0.319
N -1.343 -0.519 -0.230
C -2.615 -0.082 0.152
H 2.833 -0.082 -0.687
H 0.705 -2.276 0.997
H 2.097 -2.355 -0.048
H -1.056 1.493 -0.299
H -2.633 1.214 0.378
H -3.453 -0.812 -0.302
```

Calculated values
LUMO level	0.163	eV
charge	0
HOMO	-8.79	eV
frontier orbital gap	8.95	eV
energy	-8724.973	eV
energy relative to the best compared isomer or geometry (same formula, charge and spin)	154.7	kcal/mol